54
Properties=species:S:1:pos:R:3:forces:R:3 method="wB97M-V/def2-TZVPD" largest_force_ev_per_a=2.22 e_tot_ha=-3688.5307 molar_mass_g_mol=607.39 homo_lumo_gap_ev=6.11 lumo_energy_ev=-1.05 multiplicity=1
Zn -1.6819 0.9031 0.8108 -1.5684 0.3259 0.3809
C -4.7078 1.4130 -0.4005 -0.3629 0.3240 -0.0535
O -3.6532 0.4927 -0.1434 0.2132 -0.3920 -0.1450
C -3.3399 -0.2957 -1.2499 0.4180 -0.1437 -0.3873
C -4.2987 -0.9841 -1.9701 -0.0143 0.0949 0.2051
C -3.9378 -1.6705 -3.1178 0.0170 0.0287 0.0159
C -2.6183 -1.6742 -3.5426 -0.0004 -0.1028 -0.0808
C -1.6476 -1.0042 -2.8261 -0.0675 0.1403 0.2694
C -1.9949 -0.3049 -1.6698 -0.5354 -0.4259 -0.6062
N -1.1498 0.4755 -0.9224 1.9386 0.3210 -1.0422
N 0.0733 0.6950 -1.3319 -1.5443 -0.1660 -0.2835
C 0.7735 1.6469 -0.7267 -0.0352 0.2246 0.3788
C 0.2487 2.6075 0.2182 -0.7743 0.4126 -0.2506
O -0.9349 2.5879 0.7399 1.3192 1.3063 -0.3697
C 1.0462 3.7700 0.4806 0.2755 0.2697 0.0018
C 2.3243 3.8882 0.0534 -0.5005 -0.1041 0.2742
C 2.9401 2.8552 -0.7105 0.0495 -0.4788 -0.3329
C 4.2913 2.9144 -1.0777 -0.0094 -0.0028 -0.0019
C 4.8650 1.9199 -1.8308 0.1196 0.1272 -0.0477
C 4.0854 0.8533 -2.2753 -0.0656 -0.0498 0.0948
C 2.7569 0.7805 -1.9321 0.0025 -0.0117 -0.1103
C 2.1588 1.7591 -1.1305 0.3731 0.1803 -0.0756
H -4.5864 1.8430 -1.3987 -0.0376 0.0003 0.1110
H -5.6778 0.9154 -0.3293 0.0860 0.0617 0.0130
H -4.6487 2.2015 0.3459 -0.0022 -0.0471 0.0444
H -5.3278 -0.9787 -1.6470 -0.1101 0.0289 0.0557
H -4.6958 -2.1833 -3.6879 -0.0634 -0.0976 -0.0413
H -2.3537 -2.1989 -4.4482 0.0618 -0.0523 -0.0642
H -0.6177 -0.9751 -3.1415 0.1036 -0.0267 -0.1006
H 0.5743 4.5449 1.0659 -0.0277 -0.0027 0.1138
H 2.9043 4.7639 0.3131 0.0307 0.0601 -0.0026
H 4.8748 3.7622 -0.7542 0.1245 0.1170 0.0625
H 5.9095 1.9692 -2.0986 0.0976 0.0369 0.0073
H 4.5317 0.0715 -2.8748 -0.0096 -0.0060 -0.0560
H 2.1454 -0.0287 -2.2904 -0.0095 -0.1599 -0.0252
C 0.9854 -2.5340 -0.8319 -0.1672 0.0613 0.3807
C 0.7897 -2.4492 0.6705 0.6769 -0.3772 -0.1404
O -0.3322 -1.6311 0.9601 -0.1950 0.4228 0.4941
P -0.3413 -0.7608 2.3375 0.7428 -1.4380 0.3813
O -1.7187 -0.1339 2.3148 -0.5528 -0.2116 0.8254
Te 1.5413 0.6418 2.4421 -0.0328 -0.3497 0.4379
O -0.4601 -1.8751 3.4801 -0.2846 0.4857 -0.2901
C 0.6521 -2.4127 4.1711 0.7657 -0.3421 0.3898
C 0.6707 -1.9464 5.6161 -0.1406 -0.0484 -0.3940
H 1.8383 -3.1722 -1.0516 0.0642 -0.0497 -0.0656
H 1.1671 -1.5367 -1.2220 0.0376 0.0136 -0.0900
H 0.0961 -2.9412 -1.3085 -0.0458 -0.0576 -0.0663
H 1.6912 -2.0178 1.1374 -0.2147 -0.1161 -0.1223
H 0.6208 -3.4444 1.0979 -0.0250 0.0861 0.0082
H 1.5876 -2.1198 3.6736 -0.1883 -0.0639 0.0757
H 0.5556 -3.5028 4.1191 0.0373 0.1308 -0.0390
H 0.6858 -0.8600 5.6482 0.0581 0.0985 0.0470
H 1.5547 -2.3340 6.1154 0.0947 -0.0284 0.0801
H -0.2149 -2.3051 6.1308 -0.1224 -0.0066 0.1361